The following is a quantum chemistry calculation of a 2-piece molecular cluster, C4H12NO3 overall, from the Open Molecules 2025 dataset.

```
20
Properties=species:S:1:pos:R:3:forces:R:3:lowdin_charge:R:1
C -1.028403 0.878286 -1.095323 -0.0517 -0.0487 0.1329 -0.101
C -0.961116 -1.376281 -0.263129 -0.0352 0.1922 0.0000 -0.102
C -1.413899 0.444192 1.237560 -0.0177 -0.0149 -0.0241 -0.095
C 2.180185 0.041596 0.087912 -0.7520 0.1918 0.0844 -0.506
N -0.712085 0.026107 0.037640 0.7403 -0.1961 -0.0738 -0.363
O 2.109887 1.166077 0.706249 0.2499 -0.1022 -0.3082 0.263
O 2.253230 0.019754 -1.193301 0.1342 -0.1641 0.1124 0.262
O 2.233596 -1.052844 0.753647 0.1176 0.1487 0.1246 0.267
H -0.759151 1.906048 -0.856000 -0.0281 0.0988 -0.0615 0.089
H -0.465607 0.548019 -1.968440 -0.0119 0.0189 -0.0928 0.079
H -2.094477 0.847990 -1.348230 -0.0623 0.0434 -0.0657 0.098
H -0.649192 -1.986661 0.582765 -0.0170 -0.1028 0.0342 0.084
H -2.019489 -1.577416 -0.460673 -0.0826 -0.0681 -0.0307 0.098
H -0.390761 -1.661157 -1.147717 -0.0081 -0.0885 -0.0546 0.084
H -1.155453 -0.226449 2.056137 -0.0222 0.0347 0.0823 0.087
H -1.118007 1.460356 1.496665 -0.0556 0.0502 0.0576 0.086
H -2.503423 0.421817 1.105603 -0.0285 0.0181 0.0362 0.097
H 2.018900 1.101051 1.674059 -0.0059 -0.2250 -0.0851 0.191
H 2.194126 0.890696 -1.630546 -0.0336 -0.0254 0.2898 0.191
H 2.281135 -1.871185 0.225122 -0.0299 0.2390 -0.1579 0.192
```
Positions in Å, forces in eV/Å.

Calculated values
- Molar mass: 122.1 g mol⁻¹
- Charge: +1
- E: -439.81432 hartree
- Energy relative to the best compared isomer or geometry (same formula, charge and spin): 158.1 kJ/mol
- Gap between HOMO and LUMO: 0.3266 Ha